Molecular formula: C3H2O3
Method: DFT, the ωB97M-V functional and the def2-TZVPD basis

```
8
Properties=species:S:1:pos:R:3:forces:R:3:mulliken_charge:R:1
C -1.208 -0.348 0.042 -0.2719 1.2443 -0.2429 -0.126
C -0.822 1.005 0.151 1.0493 -0.5162 1.1695 -0.513
O 0.501 1.254 -0.141 -1.6393 1.4172 -0.9781 -0.109
C 1.382 0.170 -0.104 -0.9162 -2.2743 1.6215 0.556
O 0.757 -0.941 -0.039 1.1619 -0.1903 -0.7424 -0.579
O 2.565 0.405 0.083 0.1899 0.4509 -0.6713 -0.631
H -1.590 -0.692 -0.931 0.9620 -0.5223 0.2568 0.202
H -1.585 -0.853 0.940 -0.5356 0.3907 -0.4132 0.200
```
Forces are in eV/Å.

Energy relative to the best compared isomer or geometry (same formula, charge and spin) = 69.3 kJ/mol
Frontier orbital gap (spin up / spin down) = 6.43 / 8.18 eV
Total charge = -1
Multiplicity = 2
Calculated total energy = -341.1508 a.u.

Molecular formula: CHNO4S
Method: DFT, the ωB97M-V functional and the def2-TZVPD basis

```
8
Properties=species:S:1:pos:R:3:forces:R:3:mulliken_charge:R:1
C 0.359 -2.147 -1.073 -0.8487 1.0603 0.9728 -0.148
N -0.094 -1.303 -0.411 1.2755 -1.3280 -1.5088 0.487
O -0.431 -0.393 0.259 -1.1176 -0.0548 1.1604 -0.597
O -1.273 1.885 1.287 0.1970 0.1604 0.3701 -0.445
O 0.190 1.958 -0.692 0.1245 0.0092 2.6868 -0.473
O 1.113 1.307 1.532 0.8140 0.1674 0.6655 -0.435
S 0.019 1.689 0.738 -0.6765 0.7116 -3.7793 1.280
H 0.117 -2.995 -1.640 0.2318 -0.7261 -0.5674 0.332
```
Forces are in eV/Å.

Energy relative to the best compared isomer or geometry (same formula, charge and spin) = 265.6 kJ/mol
Frontier orbital gap = 11.28 eV
Multiplicity = 1
Calculated total energy = -792.4581 a.u.

- The highest calculated total energy belongs to which entry?
  C3H2O3